## one
# C3H10NO

A 2-piece molecular cluster, C3H10NO overall (ωB97M-V/def2-TZVPD, the Open Molecules 2025 dataset).

Structure (ORCA input):
```
! RIJCOSX wB97M-V def2-TZVPD def2/J DEFGRID3
* xyz 1 1
C -0.726 1.199 -0.492
C -0.984 -1.212 -0.289
C 1.144 -0.093 0.518
N -0.312 -0.063 0.264
O 1.858 -0.047 -0.686
H -1.821 1.322 -0.521
H -0.169 2.080 0.060
H -0.281 1.106 -1.482
H -0.731 -1.663 -1.214
H -0.975 -2.067 0.483
H -1.976 -0.811 -0.243
H 1.446 1.234 1.494
H 1.500 -0.863 1.355
H -0.741 -0.019 1.237
H 2.769 -0.102 -0.485
*
```

The calculation puts the lowest unoccupied orbital energy at -0.1422 Ha. The HOMO energy is -14.78 eV. The gap between HOMO and LUMO is 10.91 eV.

***

## two
# C3H10NO

A 2-piece molecular cluster, C3H10NO overall (ωB97M-V/def2-TZVPD, the Open Molecules 2025 dataset).

Structure (ORCA input):
```
! RIJCOSX wB97M-V def2-TZVPD def2/J DEFGRID3
* xyz 1 1
C 2.020 1.668 0.526
N 0.550 1.297 0.668
H 2.616 0.826 0.839
H 2.199 2.125 -0.433
H 2.175 2.447 1.279
H 0.377 0.450 0.050
H 0.053 2.101 0.279
H 0.220 1.218 1.626
C -2.039 -1.071 -1.000
C -1.194 -1.304 -0.012
O 0.203 -1.065 -0.356
H -1.717 -0.659 -1.940
H -3.106 -1.227 -0.883
H -1.376 -1.849 0.902
H 0.501 -1.921 -0.650
*
```

The calculation puts the lowest unoccupied orbital energy at -0.1219 Ha. The HOMO energy is -14.32 eV. The gap between HOMO and LUMO is 11.00 eV.

***

So which one is most stable? That would be two, about 54.6 kcal/mol below the next structure.

***

## one
# C3H10NO

A 2-piece molecular cluster, C3H10NO overall (ωB97M-V/def2-TZVPD, the Open Molecules 2025 dataset).

Structure (ORCA input):
```
! RIJCOSX wB97M-V def2-TZVPD def2/J DEFGRID3
* xyz 1 1
C -1.561 -1.274 0.055
C -1.026 1.221 0.192
C 2.437 -0.250 0.206
N -0.814 -0.127 -0.381
O 2.331 0.869 -0.359
H -1.581 -1.556 1.170
H -2.529 -1.328 -0.254
H -1.012 -2.080 -0.459
H -0.814 1.200 1.238
H -0.371 1.899 -0.222
H -2.093 1.451 0.014
H 1.362 -0.611 0.337
H 3.462 -0.739 0.376
H -0.893 -0.029 -1.354
H 3.103 1.353 -0.559
*
```

The calculation puts the lowest unoccupied orbital energy at -0.2496 Ha. The HOMO energy is -12.51 eV. The gap between HOMO and LUMO is 5.72 eV.

***

## two
# C3H10NO

An isolated ion of composition C3H10NO and charge +1 (ωB97M-V/def2-TZVPD, the Open Molecules 2025 dataset).

Structure (ORCA input):
```
! RIJCOSX wB97M-V def2-TZVPD def2/J DEFGRID3
* xyz 1 1
O -0.875 0.994 2.005
C 0.196 0.428 1.304
C -0.403 -0.052 -0.002
N 0.687 -0.586 -0.916
C 0.261 -0.739 -2.334
H -0.567 1.356 2.843
H 0.661 -0.414 1.831
H 0.976 1.174 1.101
H -1.124 -0.854 0.123
H -0.868 0.763 -0.548
H 1.475 0.071 -0.860
H 1.050 -1.482 -0.572
H 0.004 0.239 -2.729
H 1.084 -1.155 -2.909
H -0.615 -1.381 -2.366
*
```

Its structure (SMILES) is C[NH2+]CCO. The calculation puts the lowest unoccupied orbital energy at -0.1322 Ha. The HOMO energy is -14.83 eV. The gap between HOMO and LUMO is 11.24 eV.

***

So which one is most stable? That would be two, about 75.4 kcal/mol below the next structure.

***

## one
# C3H10NO

C3H10NO as an isolated structure (ωB97M-V/def2-TZVPD, the Open Molecules 2025 dataset).

Structure (ORCA input):
```
! RIJCOSX wB97M-V def2-TZVPD def2/J DEFGRID3
* xyz 1 1
O -2.379 0.188 -0.322
C -1.121 0.274 0.201
C -0.275 -0.734 -0.555
N 1.119 -0.366 -0.665
C 2.389 0.610 1.269
H -1.554 0.775 -1.503
H -1.031 0.042 1.278
H -0.739 1.314 0.121
H -0.469 -1.774 -0.254
H -0.558 -0.866 -1.638
H 1.455 -0.960 -1.433
H 1.829 0.044 0.304
H 2.174 -0.153 2.010
H 3.445 0.485 1.036
H 1.999 1.620 1.200
*
```

The calculation puts the lowest unoccupied orbital energy at -0.3171 Ha. The HOMO energy is -14.60 eV. The gap between HOMO and LUMO is 5.97 eV.

***

## two
# C3H10NO

An isolated ion of composition C3H10NO and charge +1 (ωB97M-V/def2-TZVPD, the Open Molecules 2025 dataset).

Structure (ORCA input):
```
! RIJCOSX wB97M-V def2-TZVPD def2/J DEFGRID3
* xyz 1 1
C 0.006 0.910 -0.292
C -0.376 -0.462 0.504
C 0.199 -0.369 1.931
O 0.109 -1.516 -0.310
N -0.111 1.173 -1.707
H 1.091 1.143 -0.068
H -0.426 1.652 0.349
H -1.598 -0.408 0.701
H -0.306 -1.010 2.666
H 1.273 -0.642 1.993
H 0.241 0.689 2.104
H 0.982 -1.650 0.124
H 0.315 0.353 -2.073
H -1.006 1.274 -2.112
H 0.364 2.046 -2.110
*
```

Its structure (SMILES) is C[C@H](O)C[NH3+]. The calculation puts the lowest unoccupied orbital energy at -0.1437 Ha. The HOMO energy is -14.86 eV. The gap between HOMO and LUMO is 10.95 eV.

***

So which one is most stable? That would be two, about 193.6 kcal/mol below the next structure.

***

## one
# C3H10NO

A 2-piece molecular cluster, C3H10NO overall (ωB97M-V/def2-TZVPD, the Open Molecules 2025 dataset).

Structure (ORCA input):
```
! RIJCOSX wB97M-V def2-TZVPD def2/J DEFGRID3
* xyz 1 1
C -0.556 0.698 1.847
C -0.754 0.633 0.362
C -1.550 1.361 -0.400
N 0.404 -0.127 -0.356
H -1.330 0.247 2.485
H 0.318 0.219 2.307
H -0.566 1.764 2.062
H -1.642 1.322 -1.471
H -2.261 2.071 0.004
H 0.115 -0.769 -1.115
H 0.717 -0.788 0.385
H 1.151 0.570 -0.379
H 1.733 -3.157 -1.835
H 2.522 -1.870 -2.144
O 1.696 -2.172 -1.753
*
```

The calculation puts the lowest unoccupied orbital energy at -0.1280 Ha. The HOMO energy is -14.73 eV. The gap between HOMO and LUMO is 11.25 eV.

***

## two
# C3H10NO

A 2-piece molecular cluster, C3H10NO overall (ωB97M-V/def2-TZVPD, the Open Molecules 2025 dataset).

Structure (ORCA input):
```
! RIJCOSX wB97M-V def2-TZVPD def2/J DEFGRID3
* xyz 1 1
C 0.307 2.012 -1.413
O 0.796 1.272 -0.232
H -0.655 1.527 -1.864
H 0.216 3.149 -1.233
H 1.164 1.894 -2.156
H 1.633 1.669 -0.037
C 0.555 -1.896 0.855
C -1.642 -0.826 0.789
N -0.403 -0.878 0.396
H 0.569 -2.168 1.871
H 1.568 -1.525 0.643
H 0.325 -2.849 0.358
H -1.828 -1.307 1.749
H -2.392 -0.147 0.278
H -0.215 0.074 -0.003
*
```

The calculation puts the lowest unoccupied orbital energy at -0.1870 Ha. The HOMO energy is -15.11 eV. The gap between HOMO and LUMO is 10.02 eV.

***

So which one is most stable? That would be one, about 28.6 kcal/mol below the next structure.

***

## one
# C3H10NO

A 2-piece molecular cluster, C3H10NO overall (ωB97M-V/def2-TZVPD, the Open Molecules 2025 dataset).

Structure (ORCA input):
```
! RIJCOSX wB97M-V def2-TZVPD def2/J DEFGRID3
* xyz 1 1
C -2.304 0.225 1.582
C -1.006 0.619 0.954
C -0.100 -0.308 0.705
N 1.123 -0.076 -0.138
H -2.427 0.804 2.498
H -3.111 0.607 0.939
H -2.507 -0.780 1.922
H -0.837 1.680 0.815
H -0.172 -1.376 0.943
H 1.694 -0.857 0.211
H 0.857 -0.166 -1.118
H 1.784 0.692 0.003
H 2.910 -0.864 -3.287
H 1.739 0.114 -3.314
O 2.355 -0.314 -2.716
*
```

The calculation puts the lowest unoccupied orbital energy at -0.1265 Ha. The HOMO energy is -14.66 eV. The gap between HOMO and LUMO is 11.22 eV.

***

## two
# C3H10NO

A 2-piece molecular cluster, C3H10NO overall (ωB97M-V/def2-TZVPD, the Open Molecules 2025 dataset).

Structure (ORCA input):
```
! RIJCOSX wB97M-V def2-TZVPD def2/J DEFGRID3
* xyz 1 1
C -1.225 -0.882 1.031
C 0.188 -0.860 0.588
C 1.284 -1.210 1.223
N 0.367 -0.091 -0.706
H -1.371 -1.686 1.742
H -1.458 0.027 1.570
H -1.962 -0.973 0.230
H 2.311 -1.047 0.912
H 1.182 -1.755 2.157
H -0.243 0.745 -0.702
H 0.210 -0.686 -1.510
H 1.263 0.390 -0.748
H -0.411 2.226 -2.532
H -0.093 3.383 -1.607
O -0.043 2.418 -1.649
*
```

The calculation puts the lowest unoccupied orbital energy at -0.1247 Ha. The HOMO energy is -14.79 eV. The gap between HOMO and LUMO is 11.39 eV.

***

So which one is most stable? That would be two, about 11.1 kcal/mol below the next structure.

***

## one
# C3H10NO

A 2-piece molecular cluster, C3H10NO overall (ωB97M-V/def2-TZVPD, the Open Molecules 2025 dataset).

Structure (ORCA input):
```
! RIJCOSX wB97M-V def2-TZVPD def2/J DEFGRID3
* xyz 1 1
O -2.550 -2.105 -0.790
C -1.375 -1.593 -0.227
C -1.467 -0.110 -0.302
N -0.309 0.530 0.082
C 2.902 1.626 0.597
H -2.625 -3.032 -0.551
H -0.477 -1.898 -0.797
H -1.141 -1.960 0.779
H -1.546 0.126 -1.417
H -2.399 0.288 0.127
H -0.549 1.541 0.116
H 3.467 1.866 -0.296
H 2.841 2.540 1.190
H 1.914 1.314 0.235
H 3.314 0.867 1.256
*
```

The calculation puts the lowest unoccupied orbital energy at -0.3632 Ha. The HOMO energy is -15.55 eV. The gap between HOMO and LUMO is 5.66 eV.

***

## two
# C3H10NO

A 3-piece molecular cluster, C3H10NO overall (ωB97M-V/def2-TZVPD, the Open Molecules 2025 dataset).

Structure (ORCA input):
```
! RIJCOSX wB97M-V def2-TZVPD def2/J DEFGRID3
* xyz 1 1
C -0.905 0.010 2.178
C -1.124 0.247 0.747
C -0.207 -0.102 -0.235
N -0.384 0.033 -1.636
H 0.006 -0.551 2.393
H -1.713 -0.612 2.619
H -0.902 0.943 2.751
H -2.072 0.696 0.431
H 0.673 -0.690 0.008
H -1.062 0.744 -1.892
H -0.706 -0.830 -2.071
H 0.853 1.128 -0.155
H 3.259 -0.545 -1.838
H 1.823 -0.082 -1.982
O 2.460 -0.389 -1.320
*
```

The calculation puts the lowest unoccupied orbital energy at -0.2578 Ha. The HOMO energy is -14.87 eV. The gap between HOMO and LUMO is 7.86 eV.

***

So which one is most stable? That would be two, about 44.5 kcal/mol below the next structure.

***

## one
# C4H5FS

A single C4H5FS molecule (ωB97M-V/def2-TZVPD, the Open Molecules 2025 dataset).

Structure (ORCA input):
```
! RIJCOSX wB97M-V def2-TZVPD def2/J DEFGRID3
* xyz 0 1
C 1.130 -0.153 0.448
C -0.092 -1.128 0.456
C -0.654 1.247 -0.085
C 0.606 1.232 0.342
H 1.851 -0.104 1.273
H -0.274 -1.636 1.473
H 0.038 -1.977 -0.211
H -1.202 2.095 -0.320
H 1.224 2.148 0.524
F 1.832 -0.368 -0.730
S -1.504 -0.275 -0.196
*
```

Its structure (SMILES) is F[C@H]1C=CSC1. The calculation puts the lowest unoccupied orbital energy at 0.0328 Ha. The HOMO energy is -8.46 eV. The gap between HOMO and LUMO is 9.36 eV.

***

## two
# C4H5FS

C4H5FS as an isolated structure (ωB97M-V/def2-TZVPD, the Open Molecules 2025 dataset).

Structure (ORCA input):
```
! RIJCOSX wB97M-V def2-TZVPD def2/J DEFGRID3
* xyz 0 1
C 1.697 1.324 -0.689
C 0.495 1.040 -0.193
C 0.123 -0.017 0.727
C -0.608 -1.315 0.222
H 1.757 2.261 -1.185
H -0.350 1.486 -0.814
H -0.675 0.468 1.457
H 1.208 -0.070 1.004
H 0.287 -2.338 -0.095
F 2.937 0.809 -0.441
S -2.431 -0.955 0.201
*
```

The calculation puts the lowest unoccupied orbital energy at -0.0440 Ha. The HOMO energy is -9.08 eV. The gap between HOMO and LUMO is 7.89 eV.

***

So which one is most stable? That would be one, about 95.9 kcal/mol below the next structure.

***

## one
# C2H3NP2

A single C2H3NP2 molecule (ωB97M-V/def2-TZVPD, the Open Molecules 2025 dataset).

Structure (ORCA input):
```
! RIJCOSX wB97M-V def2-TZVPD def2/J DEFGRID3
* xyz 0 1
C -0.482 0.534 0.227
C -1.031 0.926 1.323
N 0.035 0.183 -0.813
P 1.736 -2.264 -0.148
P 0.825 -1.132 -1.493
H -2.009 1.177 1.600
H -0.251 1.034 1.957
H 1.176 -0.458 -2.652
*
```

Its structure (SMILES) is C=C=N[PH]#P. The calculation puts the lowest unoccupied orbital energy at -0.0512 Ha. The HOMO energy is -8.14 eV. The gap between HOMO and LUMO is 6.75 eV.

***

## two
# C2H3NP2

A 2-piece molecular cluster, C2H3NP2 overall (ωB97M-V/def2-TZVPD, the Open Molecules 2025 dataset).

Structure (ORCA input):
```
! RIJCOSX wB97M-V def2-TZVPD def2/J DEFGRID3
* xyz 0 1
C -1.634 0.681 -1.991
C 0.922 -0.702 0.852
N -0.679 0.007 -1.949
P 1.939 -1.773 -0.161
P 1.338 -0.244 2.493
H -2.368 1.404 -1.892
H 0.177 -0.084 0.237
H 0.304 0.711 2.410
*
```

The calculation puts the lowest unoccupied orbital energy (spin up / spin down) at -0.0537 / -0.0319 Ha. The HOMO energy (spin up / spin down) is -8.06 / -7.66 eV. The gap between HOMO and LUMO (spin up / spin down) is 6.60 / 6.79 eV.

***

## three
# C2H3NP2

A single C2H3NP2 molecule (ωB97M-V/def2-TZVPD, the Open Molecules 2025 dataset).

Structure (ORCA input):
```
! RIJCOSX wB97M-V def2-TZVPD def2/J DEFGRID3
* xyz 0 1
C 0.340 0.214 2.486
C 0.188 -0.205 0.112
N 0.150 -0.013 1.344
P -0.672 0.791 -1.059
P 0.095 -0.246 -2.614
H 0.149 0.136 3.512
H 0.537 -1.160 -0.076
H -0.787 0.483 -3.704
*
```

The calculation puts the lowest unoccupied orbital energy at -0.0209 Ha. The HOMO energy is -7.49 eV. The gap between HOMO and LUMO is 6.92 eV.

***

So which one is most stable? That would be one, about 7.5 kcal/mol below the next structure.